{"formula": "C12H32B3F24N4O4P2", "method": "ωB97M-V with the def2-TZVPD basis set", "total_energy_ha": -4151.7761, "homo_energy_ev": -9.459, "fmax_ev_per_a": 2.76, "charge": -1, "elements": ["C", "C", "O", "N", "H", "H", "C", "H", "H", "H", "H", "H", "H", "C", "C", "O", "N", "H", "H", "C", "H", "H", "H", "H", "H", "H", "C", "C", "O", "N", "H", "H", "C", "H", "H", "H", "H", "H", "H", "C", "C", "O", "N", "H", "H", "C", "H", "H", "H", "H", "H", "H", "P", "F", "F", "F", "F", "F", "F", "P", "F", "F", "F", "F", "F", "F", "B", "F", "F", "F", "F", "B", "F", "F", "F", "F", "B", "F", "F", "F", "F"], "coordinates": [[1.78022, 0.47878, -3.58958], [1.10416, 1.80568, -3.61542], [1.60663, 2.80318, -3.96787], [-0.27913, 1.91956, -3.05578], [-0.28351, 1.62780, -2.05952], [-0.51925, 2.92827, -2.95809], [-1.30167, 1.30575, -3.91373], [1.09446, -0.22825, -4.06482], [1.93256, 0.16936, -2.55566], [2.70173, 0.51784, -4.15313], [-2.25764, 1.72046, -3.59722], [-1.38998, 0.22676, -3.83973], [-1.12985, 1.62849, -4.93606], [5.18174, -3.93507, 1.77122], [4.88848, -2.78471, 0.87865], [5.71823, -2.14822, 0.34258], [3.47806, -2.45943, 0.66618], [3.07982, -2.88001, -0.19339], [2.81231, -2.73524, 1.40189], [3.21927, -0.97538, 0.41315], [4.78189, -4.85503, 1.32936], [4.75704, -3.82546, 2.76951], [6.24704, -4.12975, 1.84419], [3.89965, -0.68805, -0.37874], [3.56216, -0.47357, 1.31590], [2.15054, -0.90002, 0.27085], [-4.25407, -0.45411, 0.11839], [-3.87379, -1.87587, 0.29536], [-4.46822, -2.72249, 0.82985], [-2.41795, -2.18679, 0.02242], [-1.78765, -1.55322, 0.55532], [-2.16073, -3.08796, 0.47912], [-2.09403, -2.26298, -1.41265], [-3.48305, 0.18700, -0.29470], [-4.52128, -0.11891, 1.11198], [-5.15212, -0.41962, -0.50058], [-2.70805, -3.00422, -1.91246], [-1.02323, -2.38937, -1.52370], [-2.33787, -1.29076, -1.84452], [1.12075, 2.17427, 3.05145], [0.42908, 3.39917, 2.55350], [0.88563, 4.44912, 2.34182], [-0.92652, 3.08509, 2.01941], [-0.82934, 2.68650, 1.07100], [-1.34535, 2.30659, 2.54624], [-1.82959, 4.26469, 1.86295], [1.52238, 2.38598, 4.05051], [2.00784, 1.93289, 2.47274], [0.48753, 1.30451, 3.22056], [-1.45533, 4.89250, 1.06647], [-1.89075, 4.76777, 2.82440], [-2.83277, 3.90096, 1.67732], [2.85556, -3.22105, -2.99487], [3.60206, -4.06179, -4.11454], [1.95510, -2.47355, -4.11373], [1.75129, -4.37596, -2.79000], [2.02697, -2.36291, -1.84544], [3.80350, -3.83586, -1.82785], [3.92530, -1.98230, -3.10150], [-3.64520, 1.30366, 4.00150], [-2.36047, 2.22413, 4.40629], [-2.64460, 0.23172, 3.28792], [-3.51900, 0.49028, 5.37340], [-4.89182, 0.39667, 3.50773], [-4.64136, 2.38170, 4.61653], [-3.68000, 2.12243, 2.55179], [0.13784, -3.71754, 2.19839], [1.39235, -3.98161, 1.57541], [-0.86404, -3.96965, 1.23301], [-0.03257, -4.54273, 3.31011], [0.15875, -2.36734, 2.58242], [-1.08290, 4.80135, -1.99480], [-1.33717, 4.49797, -3.36430], [-1.28562, 6.15655, -1.72524], [-1.96569, 4.01076, -1.22461], [0.24465, 4.47541, -1.65547], [-0.31809, 0.64837, -0.12398], [0.68459, 1.60672, 0.05298], [0.05284, -0.38458, -1.00887], [-0.76552, 0.14763, 1.10720], [-1.45318, 1.29707, -0.72642]], "forces_ev_per_a": [[-1.267, -0.153, -0.177], [0.775, -0.492, 0.772], [0.457, 1.571, -0.829], [0.358, 0.200, 0.650], [-0.428, -0.342, -0.754], [0.358, -0.060, -0.623], [-1.122, 0.132, 0.175], [0.287, -0.335, 0.227], [0.012, -0.172, -0.073], [0.119, 0.086, 0.071], [0.004, 0.048, -0.024], [0.546, -0.065, 0.107], [0.112, -0.085, -0.057], [-0.220, -1.013, 0.076], [0.350, -1.102, 0.657], [0.612, 1.082, -0.741], [-1.740, 1.398, -0.495], [0.437, -0.536, -0.070], [0.177, -0.667, 0.131], [1.109, -0.703, 0.961], [-0.384, 0.173, 0.086], [-0.154, 0.048, -0.079], [0.114, 0.502, -0.023], [-0.528, 0.136, -0.447], [-0.292, 0.197, 0.055], [0.022, 0.336, -0.381], [-0.426, -0.079, -0.642], [1.851, 1.491, 0.659], [-1.544, -1.655, 0.340], [0.586, -0.755, 0.661], [-0.268, 0.408, -0.490], [-0.283, 0.093, -0.106], [0.112, 1.123, -0.422], [0.132, -0.054, -0.015], [-0.072, 0.272, 0.345], [-0.009, 0.135, 0.040], [0.160, -0.336, 0.220], [-0.021, -0.411, -0.112], [0.044, -0.012, -0.030], [0.412, -0.163, 1.724], [0.024, -2.507, -1.159], [0.595, 1.973, 0.265], [-1.011, -0.152, -0.598], [0.392, 0.160, 0.125], [-0.366, 0.333, 0.262], [-0.399, -0.003, 0.718], [-0.064, 0.252, -0.072], [-0.238, 0.081, -0.451], [-0.124, 0.023, -0.516], [0.031, 0.068, 0.003], [0.287, 0.177, -0.044], [0.138, -0.128, -0.387], [-0.524, 1.019, -0.407], [0.238, -0.071, 0.055], [-0.156, -0.322, -0.066], [0.378, -0.052, -0.163], [0.369, 0.090, 0.416], [-0.106, -0.381, 0.370], [-0.195, -0.333, 0.005], [-0.115, -0.739, -0.843], [0.316, 0.134, 0.056], [0.253, 0.221, -0.015], [-0.213, 0.305, 0.012], [-0.034, 0.154, 0.077], [-0.002, 0.086, 0.267], [-0.096, -0.245, 0.238], [0.378, -0.037, 0.896], [0.391, -0.040, -0.102], [-0.269, 0.040, -0.128], [0.030, 0.202, -0.490], [-0.224, -0.080, -0.305], [-0.279, 1.116, 0.663], [0.283, -0.230, 0.108], [-0.132, -0.306, -0.230], [0.141, -0.118, -0.038], [-0.106, -0.486, -0.250], [-1.034, -0.403, 0.203], [0.066, -0.284, -0.159], [0.298, 0.422, 0.449], [0.377, -0.094, -0.312], [0.310, -0.085, 0.177]], "lowdin_charge": [0.0285, -0.4156, 0.1961, 0.0837, 0.1231, 0.1172, 0.0098, 0.0866, 0.0831, 0.1026, 0.1090, 0.0933, 0.1123, 0.0284, -0.4453, 0.1823, 0.0903, 0.1320, 0.1463, 0.0455, 0.1085, 0.1003, 0.0922, 0.0990, 0.1016, 0.0851, 0.0478, -0.4077, 0.2025, 0.0876, 0.1568, 0.1457, 0.0086, 0.0754, 0.0848, 0.1065, 0.1104, 0.0987, 0.0857, 0.0301, -0.4155, 0.2030, 0.0948, 0.1418, 0.1191, 0.0190, 0.1024, 0.0940, 0.0929, 0.0947, 0.1068, 0.0883, 0.1701, -0.1239, -0.1655, -0.1467, -0.1977, -0.1618, -0.1759, 0.1607, -0.1744, -0.1766, -0.1354, -0.1620, -0.1338, -0.2024, -1.2033, 0.0729, 0.0963, 0.1216, 0.1054, -1.2470, 0.0859, 0.1159, 0.0952, 0.1082, -1.2747, 0.1496, 0.1187, 0.1315, 0.0789]}



{"formula": "C12H32BNO11P", "method": "ωB97M-V with the def2-TZVPD basis set", "total_energy_ha": -1725.0188, "homo_energy_ev": -5.621, "fmax_ev_per_a": 0.37, "charge": -1, "elements": ["O", "N", "O", "B", "P", "O", "O", "O", "H", "H", "H", "H", "C", "O", "C", "C", "O", "C", "C", "O", "C", "H", "H", "H", "H", "H", "H", "H", "H", "H", "H", "H", "H", "H", "H", "C", "O", "C", "C", "O", "C", "C", "O", "C", "H", "H", "H", "H", "H", "H", "H", "H", "H", "H", "H", "H", "H", "H"], "coordinates": [[4.70502, -5.14485, 4.93125], [3.75536, -4.81011, 4.28928], [2.62274, -5.01903, 4.92368], [1.40604, -4.59089, 4.11512], [-0.13649, -5.31740, 5.02870], [-0.41237, -4.98981, 6.45011], [-1.43984, -4.98128, 4.08221], [-0.13014, -6.93474, 4.80041], [1.27836, -3.37894, 4.07446], [1.43142, -5.04777, 2.98432], [-1.68846, -4.06327, 4.22524], [0.26329, -7.12856, 3.94581], [4.36443, -0.34831, 1.95755], [3.75953, -0.85357, 0.79110], [3.78480, -2.27148, 0.74450], [2.68380, -2.80884, -0.13904], [1.41125, -2.75181, 0.46914], [0.73048, -1.51974, 0.48190], [0.00691, -1.20693, -0.80677], [0.90726, -0.75805, -1.80734], [0.43063, -0.97881, -3.11118], [5.43235, -0.59613, 2.00127], [4.25645, 0.73543, 1.93687], [3.88358, -0.74204, 2.85939], [3.65680, -2.69040, 1.74936], [4.75332, -2.61325, 0.35145], [2.88315, -3.87482, -0.26878], [2.69253, -2.32639, -1.12149], [1.39156, -0.69192, 0.75391], [-0.02658, -1.62631, 1.26266], [-0.73653, -0.42089, -0.60790], [-0.52479, -2.10310, -1.14898], [0.22649, -2.04305, -3.27800], [1.20735, -0.65411, -3.80202], [-0.48708, -0.41174, -3.31705], [-3.51674, 6.99950, -3.78146], [-3.30830, 5.98896, -2.82706], [-4.36236, 5.04738, -2.78450], [-3.90188, 3.74721, -2.16910], [-3.09055, 2.97342, -3.03135], [-1.70939, 3.29245, -3.05135], [-0.93179, 2.69634, -1.90250], [-1.15127, 3.42927, -0.71083], [-0.93412, 2.65198, 0.44616], [-4.40048, 7.60585, -3.54649], [-2.63836, 7.64201, -3.77165], [-3.64242, 6.57979, -4.78642], [-4.73552, 4.85195, -3.79809], [-5.19508, 5.44243, -2.18441], [-4.79367, 3.14237, -1.98821], [-3.40565, 3.93309, -1.21364], [-1.54994, 4.37300, -3.09558], [-1.32804, 2.84595, -3.97248], [0.13852, 2.70786, -2.15003], [-1.23435, 1.65096, -1.76501], [-1.59402, 1.77692, 0.45967], [-1.16057, 3.27812, 1.30689], [0.10341, 2.30614, 0.51633]], "forces_ev_per_a": [[0.358, -0.056, 0.075], [-0.048, 0.072, -0.091], [-0.199, 0.042, -0.037], [-0.091, 0.151, -0.179], [-0.015, -0.187, 0.283], [0.009, -0.081, -0.331], [0.101, 0.094, -0.032], [-0.100, 0.089, 0.219], [0.000, -0.047, 0.055], [-0.032, -0.069, 0.130], [-0.061, 0.073, 0.018], [0.110, -0.022, -0.140], [0.064, 0.037, 0.006], [-0.108, -0.008, 0.016], [0.072, -0.073, 0.052], [0.144, 0.006, 0.068], [-0.168, -0.155, -0.119], [-0.005, 0.116, 0.084], [-0.070, 0.079, -0.029], [0.062, -0.091, 0.004], [0.001, 0.039, 0.036], [-0.002, -0.016, -0.012], [0.010, 0.003, 0.002], [-0.008, -0.009, -0.009], [-0.015, -0.009, -0.006], [0.029, 0.013, 0.037], [-0.016, 0.006, -0.077], [-0.008, 0.067, 0.058], [0.011, -0.022, -0.056], [0.020, 0.040, 0.025], [-0.063, -0.038, -0.040], [0.025, -0.017, 0.009], [-0.022, 0.010, -0.034], [-0.011, 0.012, -0.006], [-0.009, -0.007, 0.022], [-0.027, 0.080, 0.048], [0.079, -0.105, -0.080], [-0.094, 0.034, -0.003], [-0.080, 0.025, 0.080], [-0.021, -0.012, -0.045], [0.145, 0.003, -0.040], [0.120, -0.017, 0.044], [-0.175, -0.052, -0.019], [0.058, 0.021, 0.029], [-0.009, -0.013, 0.010], [-0.007, 0.011, -0.003], [0.004, -0.010, 0.000], [0.019, -0.016, -0.005], [-0.018, 0.043, -0.040], [0.014, 0.001, 0.064], [0.015, 0.016, -0.039], [-0.030, -0.025, 0.031], [0.016, 0.046, -0.013], [0.005, -0.068, 0.004], [-0.013, 0.002, -0.024], [0.008, -0.007, 0.012], [0.026, 0.004, 0.003], [0.000, -0.002, -0.017]], "nbo_charge": [-0.3981, 0.3337, -0.4837, -0.2944, 2.1118, -1.1285, -1.0080, -0.9987, -0.0528, -0.0516, 0.4835, 0.4887, -0.2463, -0.5539, -0.1004, -0.0853, -0.5261, -0.0909, -0.0894, -0.5491, -0.2439, 0.1606, 0.1809, 0.1797, 0.2018, 0.1595, 0.1915, 0.1800, 0.1942, 0.1941, 0.1568, 0.1734, 0.1664, 0.1877, 0.1586, -0.2436, -0.5447, -0.0885, -0.0938, -0.5413, -0.0925, -0.0939, -0.5515, -0.2478, 0.1613, 0.1918, 0.1635, 0.1680, 0.1645, 0.1855, 0.2022, 0.1955, 0.1854, 0.1747, 0.1732, 0.1652, 0.1911, 0.1739]}